No. 1
Density functional theory data (ωB97M-V with the def2-TZVPD basis set) for 9 unconnected molecules or ions with the total composition C22H48Br10N4O4 in a non-equilibrium geometry.

The geometry in XYZ format:
```
88
Properties=species:S:1:pos:R:3:forces:R:3:lowdin_charge:R:1
C 1.85381 0.49372 3.54560 0.37 -0.08 -0.21 -0.059
H 4.33791 3.34589 -1.56130 0.05 -0.04 0.14 0.062
C -1.94735 1.07437 1.00748 0.08 -0.64 0.82 -0.327
C 4.91713 -1.29770 -0.90614 0.47 -1.95 0.29 -0.050
Br 2.05332 0.57623 -4.98864 -0.45 -0.12 0.03 0.592
H 5.78575 -1.86886 -0.56904 -0.14 0.06 0.43 0.089
H -4.58862 -0.54013 -3.12956 0.35 0.18 0.08 0.019
C 2.73371 -1.85377 -1.86448 0.34 -0.09 0.13 -0.081
H 1.64963 0.19468 2.51759 -0.41 0.17 0.01 0.046
H -1.28765 -0.36888 6.84837 -0.45 -0.01 0.53 0.059
Br 1.23755 -2.90259 2.49878 -0.29 -0.58 0.38 0.721
C 3.34229 3.39970 -1.13376 -0.33 0.29 0.34 -0.629
H 2.59137 -0.77797 -1.78112 -0.43 -0.04 -0.07 0.010
H -6.15330 2.11508 -5.15519 -0.27 0.46 0.05 0.086
H 1.81530 -2.40713 -1.67291 -0.04 0.10 0.04 0.085
H -3.99618 2.13688 -5.23984 0.12 0.04 0.08 0.139
C -5.04195 2.04974 -2.00784 -0.08 0.31 0.76 -0.058
H -1.08151 -0.54103 4.37485 0.09 0.26 0.19 0.028
H 5.14842 0.20469 2.82009 -0.11 0.36 0.52 0.098
H -5.59818 1.22860 -1.54724 -0.13 -0.21 -0.55 0.053
C -3.83755 2.11980 -4.14713 -0.89 -0.13 0.93 -0.323
H 3.06350 -2.04495 -2.89033 -0.05 -0.10 0.00 0.080
H 2.62163 3.62146 -1.91889 0.02 -0.26 -0.08 -0.008
H 2.79380 -3.89574 -0.30199 0.02 -0.06 -0.12 0.119
C 0.15902 1.07045 -5.27015 0.80 0.63 -0.02 -0.663
H 3.24877 5.43927 -0.51833 0.26 0.14 0.33 0.068
H -1.60873 2.10013 -1.31835 -0.23 -0.17 -0.19 0.067
H -4.74672 -2.24680 -3.41486 0.22 -0.18 -0.04 0.060
C 3.68190 -0.15510 5.00975 0.70 -0.08 -0.43 -0.349
H -0.12974 0.55440 -6.18091 -0.10 0.00 0.00 0.056
N -5.01684 2.04912 -3.45266 0.21 -0.47 0.02 -0.201
Br -5.02725 -1.52352 -0.43932 0.28 -0.16 -0.06 0.651
H -0.41281 0.72129 -4.41902 0.01 0.02 0.04 -0.010
O 3.04831 0.01363 6.02599 -0.35 -0.14 0.07 0.023
Br 0.53480 3.53392 -3.84240 -0.06 0.13 -0.25 0.669
H -3.23998 -2.84655 -1.61546 -0.09 -0.01 0.07 0.062
C -0.18944 -0.48286 0.33490 0.67 0.27 -0.33 -0.082
C 0.07449 2.58374 -5.46506 -0.43 -0.99 -0.12 -0.683
H 1.69201 1.56810 3.65876 0.11 0.06 -0.07 0.101
C -2.07832 0.07306 6.24537 0.05 0.01 -0.44 -0.665
N 3.76967 -2.21687 -0.90977 0.18 0.87 -0.64 -0.182
H 2.19452 4.32128 0.39717 0.02 0.25 0.13 0.048
H -1.87622 1.13854 6.16342 -0.14 0.02 -0.12 0.058
H 4.69924 -0.58803 5.00490 0.06 0.20 0.09 0.137
O -2.75343 2.13987 -3.59866 0.19 0.02 -0.50 -0.028
H 0.84551 -0.27262 0.04645 -0.05 0.26 -0.08 0.030
C 4.08024 0.31479 2.61030 1.33 -0.80 -0.89 -0.108
C -6.32452 2.09895 -4.07458 0.65 -0.36 -0.78 -0.054
C 3.17381 4.46055 -0.05155 0.10 -0.96 -0.31 -0.672
H -2.56815 1.89901 0.62068 -0.05 0.05 0.19 0.133
H 0.09350 1.77074 -1.21549 0.12 -0.17 -0.53 0.025
Br 2.89483 1.63166 -0.41818 0.02 0.50 -0.38 0.770
H -0.95738 2.82405 -5.71316 -0.03 0.18 0.22 0.050
C -3.53018 -1.80145 -1.68345 -0.49 -0.24 0.14 -0.660
H 3.91163 1.26644 2.10490 -0.01 0.16 0.49 -0.004
H 0.71057 2.88483 -6.29111 0.20 0.24 0.21 0.055
H -6.86435 2.97277 -3.70984 -0.17 -0.04 -0.24 0.092
H -2.83417 -0.40718 4.20772 0.06 0.45 0.13 0.028
H -5.54379 2.96052 -1.66578 0.17 0.08 0.06 0.097
C -2.02725 -0.60952 4.90139 -0.68 -1.09 -0.02 -0.640
C -0.88688 1.29602 -1.20844 0.30 0.46 1.36 -0.065
H -2.70439 -1.20401 -1.31202 -0.11 0.33 -0.25 0.021
H 4.72890 -0.48716 -0.21184 0.20 0.41 -0.46 0.021
H -0.49511 -1.27214 -0.35614 -0.23 -0.28 0.30 0.088
H 1.17440 -0.01800 4.22091 0.21 -0.16 0.09 0.066
N 3.24900 0.10347 3.75260 -1.21 0.40 0.31 -0.179
N -1.01289 0.69289 0.12923 0.17 -0.28 -1.04 -0.167
H -6.90375 1.18430 -3.92064 0.02 0.09 0.44 0.091
H -4.05307 1.99453 -1.56089 0.17 0.20 -0.36 0.069
C 3.75171 -3.35780 -0.20127 -0.03 -0.18 0.38 -0.391
H 2.51323 -5.24731 3.79947 -0.04 -0.04 0.00 0.048
Br -2.26375 -2.57099 5.18922 0.21 0.24 -0.09 0.588
C 0.52885 -4.57888 3.27867 0.27 -0.26 0.40 -0.645
Br -2.53187 -1.40796 -4.31315 -0.39 -0.10 0.16 0.654
C -4.05576 -1.48490 -3.06568 0.26 0.17 -0.05 -0.664
H 0.38958 -5.27925 2.46224 -0.14 0.16 -0.10 0.053
O -2.08893 0.56170 2.11411 -0.19 0.55 -0.57 -0.007
H 1.65958 -4.44784 5.11265 -0.15 -0.15 0.12 0.059
H 5.20050 -1.07265 -1.93266 -0.46 0.76 -0.01 0.094
H -0.98544 0.55131 -1.99446 -0.07 0.01 -0.11 0.070
Br -3.87527 -0.07541 7.06722 0.88 0.05 -0.18 0.568
H 3.98150 -0.44447 1.81936 -0.68 -0.15 0.22 0.064
C 1.53889 -5.11648 4.26464 0.70 0.18 -0.22 -0.710
Br 4.48209 4.20946 1.37843 -0.21 0.36 -0.29 0.627
H -0.12632 -0.80450 1.36555 -0.65 -0.06 0.05 0.009
H -0.38931 -4.37781 3.82358 -0.16 0.31 -0.45 -0.003
Br 1.03651 -6.89031 4.91522 -0.12 0.34 -0.08 0.611
O 4.64158 -3.75851 0.52312 0.03 0.05 -0.05 0.000
```
Forces are in eV/Å.

Properties
Orbital gap (eV): 9.2
Max |F| (eV/Å): 2.028
Net charge: 0
Calculated total energy (a.u.): -27127.19140

=====

No. 2
Density functional theory data (ωB97M-V with the def2-TZVPD basis set) for 5 unconnected molecules or ions with the total composition C22H48BrNO7S5 in a non-equilibrium geometry.

The geometry in XYZ format:
```
84
Properties=species:S:1:pos:R:3:forces:R:3:lowdin_charge:R:1
C 4.24642 1.17944 0.73226 -0.74 -0.74 -0.33 0.053
O 2.56786 1.84682 -0.76676 -1.83 2.47 -1.51 0.129
H -7.03338 -4.75516 2.39014 0.03 0.06 0.03 0.059
H 4.08519 0.55703 1.61284 0.34 0.07 0.04 0.074
H 3.52929 -3.95738 5.18246 0.02 0.01 -0.03 0.051
H 1.62929 -1.54021 -2.28547 -0.12 -0.39 -0.20 0.086
C 2.91384 6.86954 -0.13687 0.09 0.02 -0.10 -0.274
H -3.98454 -3.57915 4.35749 -0.01 0.05 -0.06 0.050
H 2.28413 -2.98230 3.13690 0.03 0.00 -0.02 0.056
H 6.00047 -2.96644 -2.65310 -0.03 0.01 0.03 0.053
H -4.38695 3.63875 -0.39249 -0.19 0.00 0.14 0.102
C -4.30568 -0.63733 -0.41811 -0.16 1.78 0.58 -0.731
H 4.88061 -1.92874 -3.56714 -0.07 -0.02 0.04 0.050
C 2.60714 -1.96732 3.36959 -0.11 0.02 0.01 -0.264
H -4.17033 -5.14626 3.53572 0.01 0.02 -0.04 0.053
C 5.13950 -2.95702 -3.32202 0.11 0.01 -0.07 -0.266
C -2.63667 0.70664 0.46129 -2.85 0.41 -3.15 -0.434
H 1.50110 0.97613 -2.81937 0.20 -0.02 0.27 0.098
C -0.63006 1.06413 -2.39531 0.67 0.53 -0.62 -0.207
H -4.09381 1.98562 1.24761 0.10 0.10 0.10 0.148
H -6.66642 -4.22387 0.73006 0.06 0.06 0.00 0.048
H -1.08225 3.50012 -1.02997 0.49 -0.13 0.01 0.093
H -5.69242 -5.51231 1.47614 0.03 0.03 -0.01 0.055
H -1.01900 2.53422 -3.94270 0.00 0.00 -0.16 0.116
H 3.14797 6.29811 -1.03547 -0.06 -0.04 0.02 0.058
H 5.34471 -5.26896 -1.67377 -0.02 0.03 0.01 0.052
C 0.64781 0.30763 -2.78300 -1.01 -0.42 -0.52 -0.190
Br -4.91328 -1.74761 -1.87599 0.24 0.14 0.27 0.698
O -5.91867 -2.15495 2.66947 -0.01 0.01 -0.03 -0.550
C 2.37308 4.49898 0.96442 0.09 0.00 -0.02 -0.283
H 0.77208 0.31535 -0.08088 0.24 0.37 0.03 0.109
H -0.68130 1.08795 -1.30850 -0.36 -0.04 0.11 0.090
H -2.72290 -0.08777 -1.39515 0.70 0.09 0.12 0.074
C 1.32532 -0.52830 -0.47934 -0.60 -0.84 -0.48 -0.159
S 4.28515 -2.00699 4.01924 0.00 -0.08 -0.10 0.793
O 2.75734 -0.32798 -0.40888 -0.44 -0.22 0.67 -0.003
S 1.55560 6.08525 0.74447 0.01 0.00 0.13 0.805
H 3.72571 -5.98708 -1.84417 -0.04 0.06 0.00 0.048
C -4.66615 -4.20919 3.78952 -0.03 -0.05 0.12 -0.269
H -5.56376 -4.40119 4.37778 -0.03 0.04 -0.04 0.058
C 3.89386 -2.97516 5.48402 -0.07 -0.03 0.11 -0.275
H 2.64478 4.08359 -0.00460 -0.08 0.01 -0.02 0.038
S -5.10426 -3.33756 2.27895 0.11 -0.08 -0.08 0.786
H 0.49119 -0.06377 -3.79793 0.20 0.02 -0.16 0.116
H 4.80529 -3.08895 6.06746 0.03 0.04 -0.06 0.049
C -6.23893 -4.58769 1.66246 -0.11 -0.08 0.00 -0.264
C -1.47830 3.43905 -2.04080 -0.77 -0.41 0.15 -0.190
H -4.63396 -1.09954 0.50556 0.27 -0.59 -0.06 0.048
S -5.90373 1.45231 -1.69157 0.30 0.56 -0.25 0.742
C 4.46242 -5.33626 -2.31083 0.08 -0.10 -0.05 -0.273
C -4.92534 0.83707 -0.29577 -0.87 -1.16 0.17 -0.596
C -2.97851 3.02811 -1.89093 0.65 0.96 0.23 -0.185
N -2.86635 -0.40239 -0.43403 -0.11 -1.54 -0.54 0.026
H 4.20672 2.22670 0.98102 0.38 0.25 0.14 0.067
C -0.65712 2.50590 -2.91595 0.30 0.03 0.52 -0.194
S 3.72907 -3.70296 -2.49240 0.01 0.05 0.13 0.786
H 1.10006 -1.36026 0.18353 0.26 -0.16 0.14 0.119
O 4.61496 -0.63086 4.47184 -0.07 0.01 0.00 -0.555
H -3.54465 3.79509 -2.41303 -0.26 -0.13 -0.24 0.103
H -1.42546 4.45380 -2.42127 0.04 0.17 -0.10 0.107
H -6.94862 0.60375 -1.66889 0.32 -0.05 0.34 -0.136
H -5.58113 0.74027 0.56300 -0.52 0.07 -0.21 0.095
H 1.93871 -1.51450 4.10232 0.06 0.02 0.03 0.063
O 2.63915 -3.81759 -3.49408 0.04 -0.03 -0.05 -0.546
H 5.36243 -3.50712 -4.23657 -0.06 -0.03 0.01 0.058
O -1.76262 0.75008 1.22049 2.56 0.36 2.15 0.174
C -3.46466 3.06437 -0.42367 -0.17 -0.58 -0.66 -0.156
H 3.14102 -2.45652 6.07798 0.01 0.05 -0.04 0.058
C -3.77890 1.71880 0.23595 -0.27 0.00 1.00 -0.238
H -1.46264 0.53736 -2.86048 -0.26 -0.26 0.47 0.107
H -3.19737 2.09022 -2.39640 -0.01 -0.20 0.10 0.081
H 3.78525 6.92555 0.51602 -0.03 0.00 0.03 0.051
H 4.73095 -5.73103 -3.29101 -0.04 0.05 -0.02 0.057
H 2.60160 7.87468 -0.41339 -0.06 -0.02 0.04 0.047
H -2.77148 3.59160 0.22503 0.27 0.07 -0.05 0.117
H 3.26103 4.63165 1.58478 -0.04 0.06 0.04 0.054
H 2.60999 -1.37037 2.45858 0.07 -0.02 -0.01 0.028
H 0.37263 2.86532 -2.91313 0.06 0.16 -0.15 0.107
C 3.09679 0.95524 -0.22615 2.04 -1.42 1.29 -0.568
H 5.16139 0.89911 0.21915 0.27 0.05 0.20 0.094
C 0.85055 -0.90045 -1.88151 0.96 0.62 0.61 -0.153
H 1.67828 3.82627 1.46445 -0.05 0.05 -0.02 0.056
O 0.45521 5.88093 -0.23368 0.03 -0.03 -0.05 -0.555
H -0.06140 -1.47210 -1.73751 -0.23 -0.11 -0.32 0.120
```
Forces are in eV/Å.

Properties
Orbital gap (eV): 9.0
Max |F| (eV/Å): 4.264
Net charge: 0
Calculated total energy (a.u.): -6013.29421